Entry 1:
The following is a quantum chemistry calculation of a structure of composition C18H24N5NaS, from OMol25.

Atoms and positions in Å:
1 C 0.8340 -0.0524 -3.4213
2 C 0.9015 -2.3242 0.5407
3 C -1.3912 2.0568 1.9779
4 H 2.1213 -1.3045 -0.7472
5 H -3.0922 -1.6737 1.4538
6 H -1.9910 -2.6894 -3.2912
7 H 2.1775 -1.7121 -3.2138
8 H 1.4867 -2.8816 1.2818
9 H 3.4684 -0.2275 0.5599
10 H -1.8754 2.6898 2.7277
11 H -1.2043 -1.6359 -0.8112
12 H -3.5211 -1.4255 -0.2224
13 H -2.2964 0.3691 2.7581
14 C 0.8481 2.9279 2.9044
15 C -1.5072 -0.6043 -3.4814
16 H 0.3711 -3.4018 -3.1184
17 C 1.1407 -1.4006 -3.2748
18 H -3.8775 0.6041 0.9072
19 H 0.7925 -2.9788 -0.3282
20 C 2.2251 2.7588 2.9856
21 C -1.1989 -1.9519 -3.3269
22 S 2.3971 2.9147 -1.6024
23 N 0.6899 0.8927 1.7074
24 C -2.8168 0.3413 0.7653
25 H -2.5046 0.8815 -0.1363
26 H 2.8348 3.5018 3.4835
27 C -0.4819 -2.0722 1.1444
28 H 2.8329 -1.2410 1.8473
29 H -0.4076 -1.2608 1.8703
30 H 0.3667 3.7981 3.3313
31 C 0.1089 1.9648 2.2426
32 Na -0.1827 0.3860 -0.3883
33 N 1.6249 -1.1131 0.1102
34 C 2.0010 0.7318 1.7633
35 N -1.9692 0.7294 1.8756
36 H 1.6210 0.6918 -3.4363
37 H 3.8931 1.5186 2.4321
38 H -1.5039 2.5660 1.0146
39 C -0.4942 0.3471 -3.5323
40 N -0.3797 2.5899 -1.3065
41 H -0.7314 1.3944 -3.6502
42 C 0.7746 2.7627 -1.4355
43 C 2.8192 1.6505 2.4076
44 N -1.5084 -1.7945 0.1392
45 C 0.1281 -2.3518 -3.2255
46 C -2.7674 -1.1806 0.5309
47 C 2.5512 -0.5107 1.0780
48 H -0.7651 -2.9804 1.6908
49 H -2.5421 -0.3003 -3.5814

Output
Energy relative to the best compared isomer or geometry (same formula, charge and spin): 1.012 eV
Highest occupied orbital energy: -7.395 eV

Löwdin atomic charge list, values in e, 4 entries: -0.0885 -0.1822 -0.1428 0.0927

Entry 2:
The following is a quantum chemistry calculation of a cluster of 12 separate species, C4H22BO19 in total at a distorted geometry, from OMol25.

Atoms and positions in Å:
1 H 0.3938 -5.4823 4.7836
2 H 1.9412 -0.7331 9.0883
3 H 0.0595 8.2435 5.8799
4 O -2.7597 -1.1438 -2.0679
5 H 1.0480 9.3466 5.5671
6 C -0.2821 -1.3815 -1.5445
7 O -1.7987 -0.1640 -0.3179
8 H 6.2699 -2.6696 -0.5316
9 O 0.3597 3.6550 -5.2353
10 O -0.3353 -0.5817 1.6697
11 O 2.5865 -7.1010 -7.3181
12 H 3.0159 -6.6698 0.0181
13 H -0.3223 -4.5196 3.8604
14 H 5.4696 4.7230 1.5545
15 O 7.0500 -2.4714 -0.0134
16 O 2.5065 -0.8044 9.8574
17 H 2.0187 -7.8714 -7.2989
18 O -0.0104 2.8634 1.9583
19 H 2.5645 -5.9341 -1.2257
20 H -3.2869 4.8062 0.0569
21 H 4.7168 6.0322 1.4495
22 H 2.0507 -6.3987 -6.9495
23 C -1.7897 -0.8643 -1.4045
24 O 3.3282 -6.3542 -0.8300
25 B -0.3558 -0.0520 0.2863
26 H -8.5756 -2.7547 -3.7034
27 H -4.3888 2.8552 -5.4478
28 O -5.2179 3.0400 -5.0064
29 O 0.4706 -0.9327 -0.5381
30 H -5.8084 3.3119 -5.7090
31 O 5.1230 5.3478 0.9176
32 H -4.4965 4.1554 -0.5798
33 O 0.1384 -2.1200 -2.3985
34 O -9.0477 -3.5788 -3.8225
35 C -0.0627 1.7212 1.5432
36 C -0.1966 0.4196 2.4154
37 O -0.4438 0.4762 3.6271
38 O 0.2462 9.1654 6.0574
39 O -0.2291 -5.4516 4.0575
40 H 1.1869 3.3986 -5.6431
41 H -8.3886 -4.1867 -4.1574
42 H 6.7249 -2.3722 0.8814
43 O -4.2401 4.8730 -0.0005
44 H 0.6103 4.2846 -4.5593
45 O 0.0826 1.3268 0.3595
46 H 2.0740 -1.4521 10.4139

Output
Energy relative to the best compared isomer or geometry (same formula, charge and spin): 2.966 eV
Charge: -1
Highest occupied orbital energy: -7.247 eV

Löwdin atomic charge list, values in e, 4 entries: 0.0244 0.0312 0.0311 0.1182

Entry 3:
The following is a quantum chemistry calculation of a structure of composition C34H27BClN8O6Tl, from OMol25.

Atoms and positions in Å:
1 O 0.8893 -3.3207 4.0124
2 H 3.2174 -0.2590 -4.1166
3 O 3.0938 -3.4019 3.9852
4 N -0.7558 1.0042 1.0461
5 C -5.9724 -0.5617 3.5903
6 H -2.9508 4.0890 -3.2041
7 H 5.6237 0.3474 -3.9063
8 H -6.3558 -1.5598 1.1439
9 C 2.2065 2.3614 -1.2982
10 H 0.1295 -3.1097 3.3954
11 H -6.3544 -0.0908 5.6405
12 C -0.3521 -2.6251 -2.7007
13 C -0.4811 -2.2273 1.3107
14 N -0.2097 -0.8581 -3.9681
15 C -4.6508 -0.8443 0.1409
16 C 5.0676 -0.0071 -3.0488
17 H -2.6924 1.4133 4.0083
18 N -0.8454 1.7555 -2.2989
19 C -2.2523 3.2749 -3.1279
20 C 3.7285 -0.3448 -3.1674
21 N 2.8489 -1.4283 0.2662
22 Tl -0.4892 -0.0300 -0.8883
23 H -0.1479 0.7190 -5.5621
24 H -0.4574 -3.1614 -1.7716
25 C 2.0588 -3.0876 3.4544
26 H 3.5975 2.3342 0.8792
27 C -5.0951 -0.4341 2.5062
28 B 0.0600 0.6333 -4.3807
29 C 0.5371 1.5494 3.0926
30 C 4.9822 -0.6010 -0.7097
31 H 6.7254 0.1221 -1.6945
32 O -2.7705 0.0725 -0.8626
33 O -0.9631 -2.7128 2.3337
34 N -0.9116 1.5855 -3.6364
35 C 0.4255 1.4326 1.7119
36 C -1.7408 2.4966 -4.1541
37 C 3.0178 -0.8006 -2.0697
38 C 3.2034 -2.0013 1.4491
39 H -6.8926 -1.1183 3.4562
40 H -0.1233 -1.7878 -5.8393
41 H -4.9158 -1.2528 -0.8249
42 H 2.2080 3.3982 -0.9589
43 N -1.7799 0.8596 1.8187
44 C 2.0599 -2.4128 2.1095
45 C -3.6079 0.8529 3.8894
46 C -2.9591 0.3561 1.5103
47 Cl 4.8003 -2.1648 1.9978
48 H 5.4987 -0.6733 0.2288
49 H 3.7631 2.5531 3.3279
50 C -1.6675 2.7546 -1.9785
51 H -0.3182 1.3028 3.7028
52 C 1.7281 1.9562 3.6724
53 H 1.7592 2.2945 -2.2864
54 C 3.6360 -0.9318 -0.8320
55 O -1.1454 -1.8894 0.2825
56 C 5.6819 -0.1379 -1.8150
57 H -1.9011 2.5411 -5.2181
58 C -0.1947 -1.9222 -4.7731
59 C -0.2829 -3.0785 -4.0099
60 H -0.3066 -4.0957 -4.3574
61 N 1.5000 -1.4270 0.1577
62 H 1.7947 2.0400 4.7486
63 C 1.0192 -2.0151 1.2386
64 H 1.1956 0.9218 -4.0740
65 C -3.3996 -0.1249 0.2084
66 O 1.3859 1.5732 -0.4343
67 H -4.2477 1.1955 5.8927
68 H 3.2246 1.9707 -1.3314
69 C 1.5462 1.7178 0.9239
70 C -4.4854 0.7288 4.9453
71 C -3.8888 0.2655 2.6503
72 H 1.9891 -1.0883 -2.1976
73 C 2.7393 2.1185 1.5004
74 C -5.4294 -1.0014 1.2233
75 C -5.6748 0.0108 4.8051
76 C 2.8293 2.2414 2.8800
77 N -0.3013 -1.2900 -2.6944
78 H -1.8013 3.0356 -0.9455

Output
Energy relative to the best compared isomer or geometry (same formula, charge and spin): 0.000 eV
Highest occupied orbital energy: -7.850 eV

Löwdin atomic charge list, values in e, 4 entries: 0.1306 0.1018 0.0647 -0.0211

Entry 4:
The following is a quantum chemistry calculation of the ion C8H15N2O with charge +1 at a distorted geometry, from OMol25.

Atoms and positions in Å:
1 O 2.2012 -0.7305 1.4851
2 H -2.2680 -0.2599 1.8927
3 C 2.1976 -0.5269 -0.9095
4 H 0.2908 -2.3629 0.5257
5 H 2.2108 2.4689 -0.7066
6 C 1.2581 1.1403 0.4733
7 H 2.8201 -0.1222 -1.6228
8 H 0.7963 -1.5763 -2.1292
9 H 0.8049 3.1803 0.2613
10 C 2.0715 -0.0682 0.5264
11 C -1.8399 -0.9532 1.2826
12 H -2.5103 -0.4398 -1.1638
13 H -0.7167 1.5201 1.3231
14 C -1.5814 0.2351 -0.8914
15 H -0.6383 -2.1891 -0.8574
16 H -2.5833 -1.4893 0.7729
17 H -1.3794 -1.6411 1.9589
18 N -0.0697 0.6819 1.1022
19 C -0.8055 -0.3554 0.2704
20 C 0.0657 -1.5820 -0.2472
21 H -1.0364 0.2162 -1.8283
22 N 1.0257 -1.2044 -1.1982
23 H 0.3833 2.2231 -1.1823
24 H 0.0292 0.2856 2.0881
25 H -1.8928 1.2625 -0.8093
26 C 1.1664 2.2870 -0.4166

Output
Energy relative to the best compared isomer or geometry (same formula, charge and spin): 5.219 eV
Charge: +1
Highest occupied orbital energy (spin up / spin down): -11.627 / -11.192 eV

Löwdin atomic charge list, values in e, 4 entries: 0.1406 0.0632 0.1775 0.1606

Entry 5:
The following is a quantum chemistry calculation of a cluster of 5 separate species, C37H47O9P in total at a distorted geometry, from OMol25.

Atoms and positions in Å:
1 C -3.0196 1.5732 2.5350
2 C -1.8672 2.6400 -2.5215
3 H -0.6909 -6.2129 1.2848
4 C 0.0170 3.9396 -3.3952
5 C 1.3167 9.1467 -3.9000
6 H -2.6497 6.0015 -2.4741
7 C -0.5037 2.7538 -3.0861
8 C 1.9212 -6.2538 -4.5030
9 C -0.4649 -3.9973 5.0294
10 C 2.6725 11.5978 -4.4826
11 H 1.0117 4.0443 -3.8094
12 C 0.3794 -0.9385 0.0984
13 H -0.2965 -2.9020 4.9751
14 C -2.7603 2.4071 1.5294
15 C 1.5353 -6.8007 -3.3513
16 C -1.2813 -2.8115 -1.6899
17 C -3.0859 4.3801 3.0817
18 H -2.0763 -3.3397 -2.2550
19 H 4.3396 -0.1841 0.5334
20 H 0.0394 1.8279 -3.2314
21 C -1.0745 -4.2053 0.5325
22 H 2.9679 -0.7970 1.5514
23 O 0.3817 9.3876 -6.0446
24 H 0.8275 -5.2828 1.0225
25 C 3.9064 -5.2026 -3.3369
26 H 0.2841 -1.5141 1.0415
27 O 1.9494 -7.0878 -1.0586
28 H -0.2552 -3.8513 7.7574
29 H -2.5930 -4.6501 4.7869
30 H 4.7919 -4.5850 -3.4158
31 O -0.2689 6.2714 -3.4654
32 C 2.8681 10.9070 -3.1877
33 H -1.0701 -3.2453 1.0951
34 H 0.7465 -3.7168 2.9511
35 H 0.6493 -7.4179 -3.2724
36 H -0.0512 -5.5971 7.6694
37 H 0.5728 -3.6116 -0.8023
38 C 2.1281 9.6449 -2.9676
39 H 1.5945 -4.0434 5.6871
40 O -2.3427 1.5560 -2.2398
41 O -3.5652 1.3192 4.8070
42 H -0.9063 0.2518 -1.2087
43 H 1.3646 -4.6016 8.0077
44 O -2.5386 4.6313 0.8076
45 H 4.0710 -5.6077 -1.2641
46 H -3.6223 3.7863 -1.8969
47 H 0.9615 -1.5359 -0.6227
48 C 2.3054 -6.5915 -2.1046
49 C -1.9068 -4.2646 5.5732
50 H -3.0905 5.4556 3.2055
51 H -2.7288 -1.2363 -1.5129
52 H -2.1267 -4.5347 0.4556
53 C 1.1956 0.3643 0.4530
54 C -2.6286 3.8906 -2.3122
55 H 3.2217 12.5198 -4.6247
56 H 1.2876 0.4664 1.5535
57 H 0.9378 -5.6659 5.5431
58 H 1.7072 11.5919 -6.3681
59 C -1.9556 -1.6891 -0.8574
60 C -3.3311 2.0788 3.8911
61 H -1.5250 -0.0005 0.4087
62 C 3.3198 -0.6029 0.5238
63 C 3.5205 -5.7500 -2.1855
64 H -0.6159 -2.3822 -2.4659
65 C -1.0168 -0.5190 -0.4344
66 C -0.7459 5.1908 -3.1851
67 H 1.3709 -6.3963 -5.4243
68 H -3.0148 0.4973 2.4102
69 H -2.3367 -3.2866 5.8592
70 H -0.5295 -4.8382 -1.4553
71 C -0.2157 -5.2164 1.3806
72 C -0.4957 -3.8902 -0.8762
73 O 3.6089 11.3605 -2.3396
74 H -1.9566 -4.9889 6.3999
75 H -3.5758 3.8975 5.0854
76 H -2.4933 -2.0386 0.0377
77 H -1.6625 -4.1939 2.9308
78 H 0.7691 8.2240 -3.7562
79 C 0.4394 -4.6346 7.4115
80 C -3.3454 3.5464 4.0877
81 H 0.6405 1.2216 0.0293
82 H 3.3644 -1.5451 -0.0581
83 O 3.4869 -4.9118 -5.6311
84 C 1.1215 9.8380 -5.1948
85 H -2.5302 2.0555 0.5305
86 O 2.4868 0.3448 -0.1483
87 C 3.1359 -5.4120 -4.5834
88 H -0.0109 -5.9569 3.6846
89 C -2.7742 3.8734 1.7266
90 H 2.2832 9.1548 -2.0149
91 C -2.1081 5.0762 -2.6209
92 C 0.6739 -4.6390 5.8698
93 P -0.3316 -4.6377 3.2165
94 C 1.8619 11.1012 -5.4154

Output
Highest occupied orbital energy: -7.979 eV

Löwdin atomic charge list, values in e, 4 entries: 0.0261 -0.3756 0.0684 0.0316

Entry 6:
The following is a quantum chemistry calculation of an isolated molecule of C2H5N3S at a distorted geometry, from OMol25.

Atoms and positions in Å:
1 H -1.7807 0.4813 -1.1441
2 N -1.7146 -0.9005 0.9169
3 C -0.7361 0.2896 -0.8587
4 N 0.1624 0.5859 -1.7003
5 H 1.1460 0.5808 1.0026
6 H 2.1919 0.8820 -2.5611
7 N 0.5552 -0.2009 1.1948
8 C -0.6564 -0.3057 0.5199
9 H 0.5637 -0.4510 2.2029
10 S 1.8267 0.3173 -1.4313
11 H -1.5582 -1.2787 1.8583

Output
Energy relative to the best compared isomer or geometry (same formula, charge and spin): 1.520 eV
Highest occupied orbital energy: -9.210 eV

Löwdin atomic charge list, values in e, 4 entries: 0.1127 0.1163 -0.2314 -0.3475

no.,E (Eh)
1,-1534.619613
2,-1620.312565
3,-2858.902929
4,-498.176450
5,-2456.303039
6,-641.628173